Computed, not measured: a 21-piece molecular cluster, C22H66BF4N21O46P overall in a non-equilibrium geometry, with ωB97M-V/def2-TZVPD.

Values from the calculation:
Relative energy (zero: lowest compared OMol25 entry of this formula, charge and spin) ... 0.0 kcal/mol
Net charge ... +1
Frontier orbital gap ... 7.8851 eV
Strongest force on any atom ... 5.0 eV Å⁻¹

Structure (XYZ):
```
161
Properties=species:S:1:pos:R:3:lowdin_charge:R:1
O -3.31 -1.96 4.21 -0.1610
P -2.79 -3.07 3.45 0.4825
O -2.31 -2.69 2.02 -0.0736
O -1.49 -3.61 4.25 -0.0686
N -3.92 -4.48 3.47 -0.0528
O -4.16 -4.83 4.80 0.0999
B -3.24 -5.76 2.83 -0.6636
O -2.60 -5.65 1.63 0.2276
O -3.34 -6.93 3.48 0.2707
C -5.19 -4.26 2.71 -0.4401
F -5.51 -5.46 2.17 0.1824
F -5.05 -3.44 1.71 0.2174
C -6.41 -3.81 3.58 -0.3274
F -6.96 -4.84 4.18 0.1546
F -7.30 -3.26 2.78 0.1439
H -1.83 -1.83 2.07 0.0982
H -0.89 -3.94 3.56 0.0950
H -4.27 -4.00 5.32 0.1532
H -3.24 -5.86 0.93 0.1504
H -3.80 -7.55 2.91 0.1573
H -6.08 -3.04 4.30 0.1802
C 2.00 -1.73 4.61 0.0618
N 0.90 -1.12 3.82 -0.3932
O 0.03 -1.86 3.37 0.0057
O 0.93 0.07 3.65 0.1061
H 1.83 -2.80 4.68 0.1012
H 2.93 -1.51 4.11 0.1036
H 1.96 -1.27 5.60 0.0707
C -7.17 -1.17 0.20 0.0437
N -8.21 -0.51 -0.62 -0.4289
O -9.08 -1.21 -1.12 0.0641
O -8.12 0.69 -0.74 0.0681
H -7.37 -2.24 0.23 0.0815
H -6.21 -0.97 -0.26 0.1081
H -7.22 -0.75 1.20 0.0949
C -10.24 -4.82 3.64 0.0260
N -11.53 -5.34 4.17 -0.4555
O -12.38 -5.65 3.36 0.0806
O -11.63 -5.42 5.37 0.0719
H -10.29 -4.80 2.56 0.0942
H -10.11 -3.81 4.04 0.0981
H -9.46 -5.48 3.99 0.0842
C 0.11 -2.90 -0.53 0.0291
N 0.11 -1.42 -0.38 -0.4125
O 0.88 -0.80 -1.07 0.1010
O -0.66 -0.93 0.44 0.0362
H 0.83 -3.18 -1.27 0.0698
H 0.36 -3.33 0.44 0.0836
H -0.89 -3.19 -0.83 0.1058
C 0.41 1.87 6.56 0.0679
N 1.77 1.53 7.04 -0.3997
O 2.11 0.36 7.04 0.0304
O 2.47 2.45 7.41 0.0590
H -0.10 0.95 6.27 0.0914
H -0.11 2.36 7.39 0.1086
H 0.51 2.54 5.72 0.1090
C 2.99 -0.65 -3.89 0.0322
N 3.17 -2.12 -3.78 -0.4431
O 4.27 -2.53 -3.47 0.0619
O 2.20 -2.81 -4.01 0.0388
H 3.93 -0.16 -3.66 0.1024
H 2.68 -0.43 -4.90 0.0422
H 2.22 -0.36 -3.18 0.0823
C 4.62 4.58 8.37 0.0450
N 4.70 6.06 8.49 -0.4351
O 5.50 6.64 7.78 0.0545
O 3.96 6.58 9.29 0.0824
H 5.33 4.26 7.61 0.0888
H 4.86 4.15 9.34 0.1065
H 3.61 4.33 8.07 0.0717
C -7.99 3.53 1.34 0.0512
N -6.76 3.17 2.10 -0.4500
O -6.40 2.01 2.08 0.0373
O -6.20 4.07 2.69 0.0784
H -8.37 2.64 0.87 0.0693
H -8.70 3.94 2.05 0.1033
H -7.71 4.27 0.60 0.1062
C 0.88 -7.29 -1.39 0.0587
N 0.79 -5.82 -1.21 -0.4172
O 1.27 -5.34 -0.19 0.0485
O 0.25 -5.19 -2.09 0.0665
H 1.39 -7.71 -0.53 0.0968
H -0.13 -7.67 -1.47 0.0997
H 1.44 -7.47 -2.30 0.1085
C 3.14 -3.17 -7.85 0.0652
N 3.07 -1.69 -7.70 -0.4061
O 3.56 -1.20 -6.71 0.0694
O 2.51 -1.07 -8.59 0.0437
H 3.66 -3.58 -6.99 0.0972
H 2.12 -3.54 -7.91 0.1064
H 3.68 -3.38 -8.77 0.1048
C 2.85 -0.72 9.85 0.0280
N 2.04 -1.64 10.69 -0.4396
O 0.86 -1.78 10.39 0.0516
O 2.59 -2.19 11.62 0.0736
H 2.22 -0.31 9.07 0.0584
H 3.23 0.06 10.49 0.0902
H 3.66 -1.30 9.43 0.0894
C 3.10 0.37 -11.35 0.0505
N 4.31 0.20 -12.20 -0.4383
O 5.17 -0.56 -11.82 0.0714
O 4.34 0.85 -13.23 0.0452
H 3.20 -0.26 -10.47 0.0554
H 3.04 1.42 -11.07 0.0958
H 2.24 0.07 -11.94 0.1112
C 2.92 3.87 -14.16 0.0367
N 1.65 3.34 -13.58 -0.4421
O 0.78 2.99 -14.35 0.0719
O 1.58 3.31 -12.37 0.0428
H 2.84 3.84 -15.24 0.0986
H 3.05 4.88 -13.80 0.0974
H 3.72 3.23 -13.82 0.0610
C 7.28 -0.55 12.01 0.0576
N 6.18 0.03 11.20 -0.4247
O 5.32 -0.72 10.78 0.0359
O 6.21 1.23 11.02 0.0655
H 7.12 -1.62 12.09 0.0979
H 8.21 -0.34 11.50 0.1032
H 7.25 -0.08 12.99 0.1040
C 0.96 1.93 -7.53 0.0433
N 0.17 0.99 -6.69 -0.4282
O -0.99 0.81 -6.98 0.0746
O 0.75 0.45 -5.76 0.0374
H 0.32 2.32 -8.31 0.0785
H 1.32 2.72 -6.89 0.1045
H 1.79 1.37 -7.96 0.0799
C -2.80 3.85 -6.12 0.0481
N -2.04 4.64 -7.12 -0.4408
O -2.32 5.81 -7.25 0.0831
O -1.18 4.05 -7.75 0.0469
H -3.53 4.50 -5.64 0.0928
H -3.30 3.04 -6.65 0.1030
H -2.09 3.46 -5.39 0.0976
C 5.48 1.16 6.21 0.0504
N 5.60 -0.32 6.29 -0.4345
O 6.68 -0.77 6.60 0.0885
O 4.60 -0.97 6.04 0.0350
H 6.44 1.60 6.45 0.0974
H 5.18 1.41 5.19 0.1069
H 4.72 1.47 6.92 0.0703
C 5.92 9.51 7.60 0.0185
N 5.89 10.99 7.76 -0.4537
O 6.39 11.46 8.77 0.0666
O 5.36 11.63 6.87 0.0583
H 6.41 9.08 8.47 0.0867
H 4.90 9.17 7.53 0.0877
H 6.47 9.29 6.69 0.1009
C -8.73 -0.18 -3.90 0.0365
N -7.49 -0.11 -4.72 -0.4522
O -6.70 0.77 -4.46 0.0589
O -7.36 -0.94 -5.59 0.0668
H -8.71 0.61 -3.17 0.0733
H -9.58 -0.07 -4.57 0.1076
H -8.74 -1.15 -3.42 0.0817
C 7.13 3.32 -13.15 0.0504
N 6.52 4.67 -13.08 -0.4418
O 7.18 5.61 -13.46 0.0813
O 5.39 4.74 -12.63 0.0419
H 8.13 3.41 -13.56 0.0949
H 7.16 2.92 -12.14 0.1020
H 6.50 2.71 -13.79 0.0897
```